[1]
104
Properties=species:S:1:pos:R:3:forces:R:3 method="wB97M-V/def2-TZVPD" lumo_ev=2.1 total_charge=-1 largest_force_ha_per_bohr=0.1155 energy_ev=-109570.835 multiplicity=1 e_homo_ev=-6.8
C -7.75027 -0.12714 -0.01768 0.4555 0.0770 0.5022
C -6.22017 -0.32653 -0.15932 -0.9594 0.0563 -0.2688
C -5.71364 0.02060 -1.57609 0.5351 0.1984 1.1876
C -4.23862 0.49339 -1.49557 0.0284 -0.0443 -0.2303
C -3.99536 1.92731 -2.00443 0.6420 0.0322 0.4856
S -3.15726 -0.60952 -2.42374 -0.3086 -0.7403 -2.0226
O -3.43956 -1.98373 -2.08856 0.1070 0.1526 1.1672
O -3.48327 -0.33781 -3.81110 0.2243 0.6454 -0.0381
N -1.62649 -0.10846 -2.21161 -0.9947 -0.1107 1.6653
S -0.78703 -0.75627 -1.00767 2.3478 -0.7843 -1.7334
O 0.51811 -0.12938 -1.01489 -0.7101 1.2079 0.6169
O -0.65442 -2.18652 -1.10335 -0.9907 -0.2452 0.6286
C -1.43420 -0.34368 0.67370 -0.1212 0.2395 0.1338
F -2.47407 -1.17438 0.93347 -0.1642 0.0944 -0.0553
F -0.45492 -0.68553 1.56418 -0.1177 -0.0795 -0.0492
C -1.77454 1.13219 0.89053 -0.5531 -0.6098 -0.1745
C -2.90101 1.31254 1.92268 0.3306 0.3450 0.0148
Si -3.59981 3.06233 2.11073 -0.3449 -0.1388 0.4568
C -4.19430 3.18770 3.90818 0.0421 -0.1302 -0.7568
C -5.14261 3.37647 1.06347 0.5237 0.3745 0.2506
C -2.29244 4.38965 1.81705 -0.1811 0.0674 0.2032
C -1.51866 4.47710 0.65242 -0.2209 -0.0329 0.2585
C -0.54682 5.45463 0.51316 0.4589 0.2943 -0.3149
C -0.31058 6.38890 1.51646 -0.6128 -0.5700 0.2107
C -1.09696 6.31901 2.66076 0.2416 0.4792 0.1478
C -2.07598 5.34636 2.81714 0.3079 0.0288 -0.2894
H -7.96297 0.22105 0.99816 -0.1208 -0.1746 -0.0069
H -8.30529 -1.05306 -0.16361 -0.1113 0.1289 -0.2692
H -8.10421 0.66994 -0.67413 -0.1008 -0.2097 -0.1587
H -5.98166 -1.36003 0.09708 0.2836 0.1067 0.0711
H -5.77035 0.33437 0.58368 0.2939 -0.0848 -0.1164
H -6.29649 0.88706 -1.88883 -0.1012 -0.2698 -0.5058
H -5.83030 -0.85123 -2.21631 -0.1055 0.2534 -0.3025
H -3.93638 0.40581 -0.45264 0.1179 0.0111 -0.0399
H -3.39997 2.45755 -1.25557 -0.1498 0.1746 -0.0784
H -4.91167 2.49255 -2.16720 -0.0555 -0.1349 -0.0257
H -3.38202 1.93994 -2.90400 -0.2679 -0.0824 -0.1494
H -2.03477 1.53589 -0.08864 0.1003 0.1357 0.0810
H -0.86182 1.60250 1.25098 0.0174 0.1109 -0.2301
H -2.49231 1.01202 2.89465 -0.1479 0.0635 0.0452
H -3.75054 0.64914 1.74168 0.0935 -0.0472 -0.1225
H -4.90415 2.37449 4.08356 0.0899 -0.0197 0.0874
H -3.34792 3.08901 4.58831 -0.1690 0.1449 0.1969
H -4.74203 4.12387 4.03267 0.1757 0.0366 0.2884
H -5.65621 4.24135 1.49658 -0.0013 -0.0655 0.0361
H -4.86421 3.66942 0.05154 -0.2214 -0.2940 -0.1258
H -5.82684 2.52829 1.09384 0.0204 -0.0005 -0.2509
H -1.69100 3.76384 -0.14521 0.1566 0.0746 -0.0710
H 0.05831 5.50849 -0.38556 -0.1109 -0.1486 -0.0361
H 0.45683 7.14550 1.42684 -0.0005 -0.0209 -0.0953
H -0.93012 7.05869 3.43774 -0.0971 -0.1045 0.0653
H -2.65720 5.34490 3.73118 -0.0138 -0.0859 -0.0272
O 5.86778 -1.72817 4.27898 -0.8549 -0.4977 -2.7339
P 4.53571 -2.30298 4.58793 -0.0986 0.2336 5.9353
O 3.72556 -1.10943 5.36032 -0.0434 -0.4324 -0.9061
C 3.86397 0.25646 4.97988 -0.0113 0.6060 -0.0179
C 2.84309 0.67316 3.93707 -0.0676 -0.1694 -0.0124
O 4.87442 -3.30781 5.83137 -0.0237 -0.2409 -0.5592
C 6.21685 -3.66942 6.13989 0.2019 0.0963 0.1735
C 6.78789 -2.76840 7.21714 -0.0771 0.0631 0.1780
O 3.27812 -3.22509 4.22306 0.9434 0.5689 -1.5153
C 1.99680 -2.75335 3.79513 -0.7795 0.0884 -0.6123
C 1.93575 -2.48830 2.30631 0.2602 -0.2672 0.0027
H 4.87064 0.46961 4.61722 0.0671 -0.2328 0.0377
H 3.71545 0.84755 5.88589 0.0060 -0.1435 0.0766
H 2.98213 0.11669 3.00893 0.0024 0.0628 -0.0204
H 2.93811 1.73619 3.71067 0.0634 -0.0087 0.0173
H 1.82480 0.49444 4.28536 0.0059 -0.0021 0.0198
H 6.83919 -3.65770 5.24604 -0.0417 0.1470 -0.0283
H 6.19290 -4.70081 6.49869 -0.1478 0.0056 -0.0153
H 6.64123 -1.71638 6.97363 0.0799 -0.0253 -0.1803
H 7.85543 -2.95280 7.35102 -0.0071 -0.0120 0.0024
H 6.28390 -2.94793 8.16879 0.0166 -0.0354 -0.0034
H 1.67566 -1.89075 4.37547 0.3910 0.1248 0.0735
H 1.29128 -3.54780 4.04437 0.2397 -0.1551 0.0650
H 2.75008 -1.83540 1.98375 -0.0825 0.1012 0.0198
H 0.98732 -2.03281 2.03755 0.1217 -0.0556 -0.0145
H 2.03643 -3.42116 1.75026 -0.0007 0.0127 -0.0068
O 4.01542 -0.66095 -6.29696 -2.3243 1.7080 -0.3392
P 2.97697 -1.72104 -6.24789 3.1977 -4.9220 0.7548
O 3.13977 -2.42963 -4.79449 -0.5302 0.6004 -0.4999
C 3.45346 -1.67841 -3.61687 0.0377 0.2125 0.6147
C 2.20434 -1.20273 -2.90468 0.2573 -0.2466 -0.4216
O 3.61750 -2.86670 -7.23091 -0.3976 0.3815 -0.2728
C 4.71400 -2.56959 -8.08519 0.2402 -0.0294 0.0354
C 6.02943 -2.94453 -7.43048 0.0744 -0.1592 0.0854
O 1.51548 -2.27221 -6.60816 0.0468 1.8918 -0.0149
C 0.42159 -2.40432 -5.68836 -0.8651 0.1685 0.3622
C -0.36388 -1.11980 -5.52588 0.0802 0.0345 -0.2734
H 4.10204 -0.82980 -3.84162 0.0172 -0.0874 -0.2961
H 4.01616 -2.34657 -2.96125 -0.0084 -0.1321 -0.1596
H 1.63998 -0.51445 -3.53657 -0.0031 0.0637 0.1024
H 2.45101 -0.68519 -1.98374 0.0784 0.0158 -0.0179
H 1.55208 -2.03704 -2.65000 -0.0075 0.0143 0.0665
H 4.70650 -1.52069 -8.38001 0.0078 0.0424 0.1457
H 4.57651 -3.15852 -8.99571 -0.1079 -0.0555 0.0599
H 6.10459 -2.52905 -6.42599 -0.0512 0.1790 -0.0645
H 6.87404 -2.58720 -8.02338 -0.0059 -0.0106 -0.0067
H 6.10944 -4.02906 -7.33312 -0.0020 0.0018 -0.0360
H 0.74943 -2.80464 -4.73181 0.3710 0.1847 -0.0265
H -0.23007 -3.16824 -6.11621 0.1800 0.0160 -0.2223
H 0.29191 -0.28297 -5.27712 -0.0152 -0.0356 0.1504
H -1.11778 -1.22012 -4.74625 0.0312 0.0356 0.0346
H -0.87022 -0.86475 -6.45878 -0.0050 -0.0091 0.0077

=====

[2]
113
Properties=species:S:1:pos:R:3:forces:R:3 method="wB97M-V/def2-TZVPD" lumo_ev=3.1 total_charge=-2 largest_force_ha_per_bohr=0.1376 energy_ev=-125789.023 multiplicity=1 e_homo_ev=1.5
K -9.27476 -26.59539 2.78358 0.1819 -1.0117 0.4880
K -8.74628 -29.93902 1.18189 -0.3072 0.1336 0.8925
P -10.16328 -29.39008 4.10244 -0.8919 -6.5019 2.6515
O -9.45187 -28.39118 4.93800 0.9028 5.2440 -0.0249
O -10.71758 -29.02309 2.66850 -0.0940 1.7163 -0.0557
O -11.10678 -30.16982 5.11760 -1.3365 1.6623 -1.8443
O -9.08492 -30.48197 3.88157 1.8991 -0.8372 -2.6943
F -7.45423 -27.29912 0.51346 -0.3740 0.0662 0.1055
C -7.30448 -28.79235 -5.42717 -0.1811 -0.9842 0.8182
C -7.76852 -29.37713 -4.11363 -1.9120 0.4719 0.9234
O -8.75908 -28.42987 -3.59556 0.3441 0.3588 1.3300
C -9.38272 -28.61580 -2.38960 0.1189 -0.2854 0.6109
O -9.50901 -29.69158 -1.79360 0.2716 2.7666 -1.2643
O -9.81901 -27.35886 -2.05093 0.5361 -1.0255 -1.2304
C -10.54078 -27.14110 -0.86038 -0.1444 -1.7797 1.9526
H -6.89570 -27.78267 -5.38786 -0.0784 -0.1416 0.4162
H -8.16997 -28.81603 -6.08934 0.4928 -0.1680 -0.4986
H -6.48846 -29.49632 -5.59041 0.0616 0.1621 -1.3419
H -6.94184 -29.63137 -3.45026 -0.0830 0.6496 0.4626
H -8.38488 -30.27505 -4.15784 0.5214 -0.4632 -0.8001
H -9.99506 -27.61060 -0.04194 0.1740 0.0634 0.1334
H -11.49455 -27.66867 -0.85109 -0.2059 0.2324 -0.3487
H -10.66751 -26.10599 -0.54324 0.1991 0.1625 -1.0024
C -12.85986 -26.60217 2.73017 -0.3707 0.4178 -0.5601
C -12.62152 -26.72974 4.22287 -0.2754 -1.5966 -0.0427
O -13.62751 -26.07639 5.07740 -1.0934 1.7553 0.0524
C -13.81622 -24.73577 5.14884 2.6195 -0.5123 -0.0415
O -13.00533 -23.89901 4.74948 -1.6864 -0.5951 0.3010
O -14.93313 -24.47322 5.86514 -0.2234 -0.4772 -0.0315
C -15.31584 -23.12951 6.28397 0.7386 -1.5124 -0.9785
H -13.07925 -27.52030 2.18518 0.6849 -0.5409 0.6454
H -11.98682 -26.15345 2.25630 -0.3202 0.2952 -0.2810
H -13.78400 -26.07366 2.49623 0.1130 0.9095 0.2211
H -11.58779 -26.60751 4.54621 -0.1317 0.7473 0.1983
H -12.76917 -27.78373 4.45828 -0.0684 -0.0271 0.3596
H -14.67522 -22.83664 7.11579 -0.0417 0.3008 -0.1949
H -16.34864 -23.26711 6.60411 0.1336 0.2310 0.0019
H -15.24301 -22.50096 5.39643 0.0388 0.4082 0.3804
C -2.32569 -25.92504 -6.78231 0.6877 -0.5851 1.4145
C -2.12765 -27.29111 -6.04483 1.4283 1.0716 -2.2648
O -3.12299 -27.65259 -5.19797 -2.1342 0.2388 2.4288
C -3.48858 -26.86801 -4.11691 -0.8750 -1.1431 -0.0747
O -2.82165 -25.98707 -3.61414 -1.4195 -1.2642 -0.6816
O -4.73512 -27.41361 -3.78406 2.0754 1.3600 -0.1273
C -5.48811 -26.91237 -2.66272 -1.0198 0.0070 0.3413
H -3.37908 -25.67589 -6.91035 0.0408 -0.3544 -0.5078
H -1.72294 -25.99859 -7.68751 -0.4193 0.3180 -0.2246
H -1.92431 -25.12607 -6.15889 0.1008 0.0554 -0.0567
H -1.12696 -27.37374 -5.62070 0.0550 0.3715 0.4652
H -2.12455 -28.06217 -6.81526 -0.2166 -0.1405 -0.0300
H -4.90055 -26.65294 -1.78206 0.0456 -0.0925 -0.3022
H -6.24684 -27.64797 -2.39566 0.7333 -0.7201 0.2415
H -6.21152 -26.14253 -2.93128 0.7640 0.7868 -0.4543
C -2.59109 -30.86434 4.51200 -0.4168 -1.4640 -1.2534
C -2.77455 -29.61838 5.29367 0.1688 0.2020 -0.6274
O -4.05781 -29.69331 5.89794 -1.3240 0.9751 0.2377
C -5.27330 -29.21523 5.33902 -2.5968 -0.4204 2.0230
O -6.33615 -29.29195 5.98233 4.3480 0.3365 -2.1618
O -5.12482 -28.70967 4.10778 2.0477 -0.7240 0.9009
C -6.23618 -28.04187 3.52237 -0.0478 0.2995 0.5290
H -1.79039 -30.89195 3.77295 0.2804 0.3276 0.2403
H -3.48853 -31.05408 3.92319 -0.0756 0.1812 -0.1126
H -2.51476 -31.74187 5.15404 0.1963 0.0659 0.2496
H -2.59608 -28.72769 4.69125 -0.5403 0.1038 -0.2108
H -1.97249 -29.60075 6.03156 -0.4937 0.2091 0.7788
H -7.02502 -28.79136 3.45836 -0.6944 0.4317 -0.0899
H -5.88600 -27.60004 2.58948 -0.1460 -0.5653 -0.3010
H -6.44705 -27.20571 4.18906 -0.7972 -0.1339 0.1255
C -4.04205 -24.88937 4.92832 0.0218 1.4030 -0.6231
C -4.78858 -24.56376 3.57028 0.9038 -0.8937 1.9753
O -5.44691 -23.27136 3.70125 1.4322 -0.5907 -1.1604
C -6.60932 -23.29782 4.29397 -1.9859 -1.5531 1.9147
O -7.15909 -24.30041 4.74882 0.6595 1.8849 -0.9186
O -7.05302 -22.03481 4.39104 -0.5371 0.3688 0.2406
C -8.29316 -21.78656 5.13072 0.8921 -0.3525 0.0855
H -4.66195 -24.72915 5.81046 -0.3333 -0.5780 -0.2140
H -3.28055 -24.11643 5.03214 0.1990 0.2397 -0.0799
H -3.46359 -25.81175 4.98014 -0.6151 -0.3165 -0.2810
H -5.48277 -25.37024 3.33410 -0.1769 0.3842 -0.1428
H -3.99873 -24.49253 2.82250 -0.4578 0.4154 -0.2618
H -8.15799 -22.00230 6.19058 0.0681 -0.6142 -0.0948
H -9.09997 -22.37981 4.70036 -0.0388 0.2155 0.1156
H -8.44026 -20.70654 5.13557 -0.1102 -0.1178 -0.7244
C -7.19842 -23.98408 -0.89440 -0.0752 0.2647 1.2862
C -8.07449 -24.25463 0.38505 1.3650 -1.6024 -1.6129
O -8.94610 -23.15894 0.50319 -0.5091 1.5825 0.7873
C -9.75590 -23.14040 1.54421 -2.4481 -3.6862 1.5355
O -9.88808 -24.05349 2.42543 1.1535 3.6796 -2.8153
O -10.68191 -22.17411 1.35826 2.1718 -0.2896 -1.6417
C -11.76754 -22.19441 2.17376 -2.1287 0.2090 3.7421
H -6.69647 -23.02412 -0.77344 -0.3766 0.3948 -0.2325
H -7.84732 -24.01598 -1.76962 0.0837 0.2457 0.0078
H -6.35095 -24.64629 -1.07151 -0.4673 -0.6035 0.4585
H -7.53195 -24.43901 1.31228 0.1988 0.1579 -0.1658
H -8.65686 -25.14811 0.16001 0.0744 -0.1520 0.3281
H -12.11003 -23.14196 2.58963 0.3279 -0.5683 -0.7869
H -12.66190 -21.65918 1.85475 0.4792 0.0560 -1.0756
H -11.52900 -21.70530 3.11820 0.2355 0.3722 0.2071
C -2.41809 -26.29241 -0.04021 -0.1147 -0.9829 1.3420
C -3.42552 -26.92353 0.90958 -1.3570 -0.3976 1.0779
O -4.03296 -28.13767 0.40865 -0.2615 1.9244 -0.7945
C -3.62281 -29.34634 0.67756 3.3668 1.6251 4.7129
O -2.88233 -29.65861 1.64038 -1.6190 0.3341 -2.5618
O -4.08010 -30.08096 -0.24469 -2.1881 -0.8637 -2.1447
C -3.66677 -31.37239 -0.35262 1.5843 -2.3781 -0.5488
H -2.06581 -25.40038 0.47775 -0.0871 0.3325 -0.3803
H -2.85122 -26.10469 -1.02269 0.3228 0.0781 0.1080
H -1.56634 -26.97258 -0.03896 0.1457 0.0396 -0.6532
H -4.27938 -26.27769 1.11431 -0.2358 0.1254 -0.6359
H -3.11717 -27.11835 1.93675 0.9269 -0.1972 -0.1531
H -4.27394 -32.13831 0.12988 -0.2131 0.4248 0.4303
H -2.63556 -31.43520 -0.00509 -0.0290 -0.2971 0.2905
H -3.63526 -31.64681 -1.40704 -0.2145 0.2483 -0.1466